[1]
{"formula": "C9H9NO", "method": "wB97M-V/def2-TZVPD", "homo_lumo_gap_ev": [7.17, 7.84], "homo_energy_ev": [-7.01, -7.71], "charge": 0, "elements": ["C", "C", "C", "C", "C", "C", "C", "C", "C", "N", "O", "H", "H", "H", "H", "H", "H", "H", "H", "H"], "xyz": [[0.683, -0.868, -2.470], [-0.665, -0.648, -2.786], [1.259, -0.476, -1.190], [-1.533, -0.120, -1.743], [0.403, 0.000, -0.207], [-0.985, 0.165, -0.477], [-1.341, 1.671, 1.258], [0.875, 0.328, 1.125], [0.280, -0.277, 2.454], [-1.758, 0.835, 0.458], [2.118, 0.957, 1.228], [1.233, -1.370, -3.256], [-1.105, -1.044, -3.685], [2.242, -0.689, -0.923], [-2.611, 0.009, -1.811], [-1.997, 2.354, 1.765], [0.953, -0.765, 3.043], [-0.456, -1.053, 2.399], [-0.258, 0.561, 3.004], [2.661, 0.430, 1.815]], "atomic_forces_ev_per_a": [[-0.16, 0.83, 0.98], [-0.67, 0.33, 2.95], [-3.00, -0.68, -2.31], [1.65, -0.71, 0.19], [-0.09, 0.04, 0.50], [0.47, -0.25, -1.61], [0.72, -0.22, -1.25], [-0.44, 0.12, 1.36], [-1.81, 3.05, -1.70], [-1.03, 0.28, -0.13], [-1.12, -0.87, -0.43], [0.55, 0.10, 0.29], [0.08, 0.22, -0.30], [1.61, -0.22, 0.06], [0.23, 0.03, -0.46], [-0.26, 0.15, 1.00], [2.66, -0.71, 1.75], [-0.79, -0.29, -1.15], [1.11, -1.17, -0.20], [0.29, -0.01, 0.45]], "mulliken_charge": [-0.459, -0.564, -0.710, -0.282, 1.168, 0.054, -0.404, -0.088, -1.360, -0.280, -0.457, 0.359, 0.370, 0.478, 0.423, 0.249, 0.533, 0.350, 0.268, 0.351]}

***

[2]
{"formula": "C9H9NO2", "method": "wB97M-V/def2-TZVPD", "homo_lumo_gap_ev": 9.79, "smiles": "CC(=O)Oc1ccccc1.C#N", "homo_energy_ev": -8.92, "charge": 0, "elements": ["C", "C", "O", "O", "C", "C", "C", "C", "C", "C", "H", "H", "H", "H", "H", "H", "H", "H", "C", "N", "H"], "xyz": [[-3.145, 1.381, 1.043], [-2.078, 0.838, 0.096], [-2.138, 0.837, -1.121], [-1.034, 0.315, 0.747], [0.237, 0.036, 0.330], [1.135, -0.338, 1.299], [2.461, -0.349, 1.041], [2.964, -0.018, -0.230], [2.038, 0.335, -1.231], [0.732, 0.326, -0.968], [-3.018, 2.472, 1.105], [-3.051, 1.020, 2.150], [-4.183, 1.151, 0.558], [0.827, -0.607, 2.318], [3.094, -0.665, 1.953], [3.994, 0.166, -0.602], [2.536, 0.951, -2.006], [-0.024, 0.708, -1.654], [-0.384, -2.818, -1.626], [-0.514, -3.342, -0.646], [-0.448, -2.401, -2.555]], "atomic_forces_ev_per_a": [[-1.08, -0.67, 0.63], [-0.04, -0.33, -1.58], [-0.43, 0.35, 1.28], [-0.41, -0.26, 1.64], [0.97, 0.54, -1.82], [-1.56, -0.37, 1.28], [3.39, -0.97, 0.56], [-0.13, 0.46, -0.41], [3.51, 0.94, 0.64], [-4.00, 0.64, 0.71], [-0.11, -0.27, -0.26], [-0.20, 0.27, -2.29], [1.93, 0.44, 1.14], [-0.22, 0.31, -0.56], [-0.60, 0.67, -1.91], [-0.46, -0.61, 1.31], [-1.00, -1.02, -0.35], [0.45, -0.13, -0.06], [-0.11, 0.61, -1.37], [-0.12, -1.59, 3.21], [0.21, 1.00, -1.81]], "mulliken_charge": [-0.913, 0.725, -0.583, -0.280, 0.466, -0.406, -0.288, -0.406, -0.425, -0.347, 0.276, 0.259, 0.279, 0.345, 0.229, 0.314, 0.277, 0.463, 0.070, -0.367, 0.312]}

***

[3]
{"formula": "C9H9NO2", "method": "wB97M-V/def2-TZVPD", "homo_lumo_gap_ev": [7.95, 5.38], "homo_energy_ev": [-8.32, -6.64], "charge": 0, "elements": ["C", "C", "C", "C", "C", "C", "C", "C", "C", "N", "O", "O", "H", "H", "H", "H", "H", "H", "H", "H", "H"], "xyz": [[-2.415, -1.531, 0.558], [3.057, 1.311, -0.149], [1.790, 1.716, 0.144], [3.015, -0.005, -0.385], [0.970, 0.612, -0.072], [-1.295, -1.272, -0.171], [-0.395, 0.512, 0.067], [-0.310, -2.226, -0.669], [-2.488, 1.382, 0.529], [-3.449, -1.910, 1.001], [1.791, -0.508, -0.287], [-1.064, 1.566, 0.468], [3.830, 2.016, -0.109], [1.517, 2.669, 0.463], [3.724, -0.716, -0.506], [0.264, -2.847, 0.003], [0.594, -1.730, -1.232], [-0.794, -3.037, -1.347], [-2.619, 0.311, 0.671], [-3.010, 1.773, -0.359], [-2.711, 1.912, 1.383]], "atomic_forces_ev_per_a": [[-2.96, -1.91, 0.66], [0.98, 0.44, 0.26], [-1.90, -1.09, -0.69], [-0.35, 0.50, 0.31], [0.94, -0.24, 0.73], [4.03, 5.09, 0.54], [-3.17, -5.16, -0.09], [1.45, -1.38, -3.20], [0.82, -0.92, -1.19], [2.15, 0.90, -0.57], [-1.40, 1.61, -0.13], [0.14, 0.13, -0.77], [1.44, 0.21, -0.10], [-0.68, 1.25, 0.21], [2.27, -1.85, -0.59], [-0.20, -0.02, 1.15], [-2.55, -0.98, 0.59], [0.55, 1.50, 0.81], [-0.78, 1.00, 0.02], [0.42, -0.19, 0.24], [-1.21, 1.12, 1.80]], "mulliken_charge": [0.506, -0.403, -0.607, -0.721, 0.658, 0.107, -0.012, -0.980, -0.099, -0.568, -0.307, -0.378, 0.485, 0.543, 0.533, 0.260, 0.283, 0.317, -0.148, 0.243, 0.289]}

***

[4]
{"formula": "C9H9NO3", "method": "wB97M-V/def2-TZVPD", "homo_lumo_gap_ev": 9.17, "smiles": "N[C@@]1(Cc2ccccc2O)OC1=O", "homo_energy_ev": -8.46, "charge": 0, "elements": ["N", "C", "C", "C", "C", "C", "C", "C", "C", "O", "O", "C", "O", "H", "H", "H", "H", "H", "H", "H", "H", "H"], "xyz": [[-3.039, -0.868, 0.931], [-2.036, -0.764, -0.039], [-0.624, -1.208, 0.373], [0.427, -0.180, 0.158], [0.205, 1.072, 0.713], [1.266, 1.990, 0.781], [2.518, 1.582, 0.202], [2.600, 0.483, -0.643], [1.556, -0.502, -0.628], [1.703, -1.718, -1.211], [-2.408, -0.964, -1.549], [-2.071, 0.193, -1.162], [-1.703, 1.291, -1.491], [-3.463, -1.707, 1.121], [-3.513, -0.027, 1.086], [-0.493, -2.169, 0.055], [-0.683, -1.323, 1.418], [-0.736, 1.076, 1.167], [1.067, 2.945, 1.082], [3.302, 2.341, 0.273], [3.603, 0.195, -1.043], [2.520, -1.738, -1.596]], "atomic_forces_ev_per_a": [[2.16, 1.56, -1.54], [0.36, 0.89, 0.91], [-1.84, 1.50, 0.11], [0.96, -1.36, -2.03], [2.91, -0.60, -0.34], [0.12, -3.61, -1.80], [-1.77, 1.80, -0.40], [0.60, -1.64, 1.02], [0.44, 2.39, 1.44], [-3.51, 0.28, 1.54], [-0.53, -1.90, -1.41], [1.51, 2.45, 2.26], [-1.15, -0.94, -0.69], [-1.06, -2.05, 0.53], [-1.24, 0.80, 0.21], [1.10, -2.47, -1.48], [-0.32, -0.11, 1.47], [-1.25, 1.21, 0.83], [0.04, 2.30, 1.21], [0.06, -0.61, -0.19], [-0.97, 0.38, 0.02], [3.34, -0.26, -1.67]], "mulliken_charge": [-0.396, 0.644, -1.467, 0.431, -0.371, -0.762, -0.486, -0.665, 0.870, -0.507, -0.448, 0.455, -0.560, 0.190, 0.222, 0.662, 0.435, 0.452, 0.446, 0.319, 0.227, 0.311]}

***

[5]
{"formula": "C9H9O", "method": "wB97M-V/def2-TZVPD", "homo_lumo_gap_ev": [8.58, 8.29], "homo_energy_ev": [-13.44, -12.40], "charge": 1, "elements": ["C", "C", "C", "C", "C", "C", "C", "C", "C", "O", "H", "H", "H", "H", "H", "H", "H", "H", "H"], "xyz": [[1.273, -1.280, 1.064], [1.657, -1.128, -0.214], [-0.095, 0.653, 1.878], [-0.762, 1.426, 1.031], [0.191, 0.507, -1.936], [-0.921, 1.182, -1.443], [-0.111, -0.773, 1.326], [0.469, -0.599, -0.959], [-1.357, 0.703, -0.135], [-0.655, -0.654, -0.003], [1.793, -1.791, 1.871], [2.631, -1.283, -0.433], [0.291, 1.143, 2.751], [-1.155, 2.433, 1.312], [0.534, 0.641, -2.899], [-1.377, 2.048, -1.814], [-0.605, -1.553, 1.840], [0.592, -2.138, -2.379], [-2.445, 0.575, -0.261]], "atomic_forces_ev_per_a": [[0.14, -0.39, -0.15], [-4.50, 1.45, 1.87], [-1.34, 0.13, -1.40], [-1.94, 0.77, 1.05], [-3.68, -0.26, 4.28], [3.61, -1.61, -0.98], [2.67, 0.11, 1.15], [2.12, -0.92, -2.56], [-0.33, 0.09, -0.32], [-0.26, 1.13, -1.20], [0.22, 0.41, -0.24], [2.62, -0.54, -1.83], [0.48, -0.87, 0.59], [0.86, -0.73, -0.66], [1.32, 0.07, -1.57], [-0.57, 0.94, -0.89], [-1.35, -0.28, 0.76], [-0.33, 0.92, 0.96], [0.24, -0.41, 1.14]], "mulliken_charge": [-0.553, -0.394, -0.524, -0.430, -0.515, -0.552, 0.149, -0.183, 0.286, -0.109, 0.449, 0.603, 0.462, 0.364, 0.515, 0.517, 0.421, 0.169, 0.325]}

***

[6]
{"formula": "C9H9O3PtTe4", "method": "wB97M-V/def2-TZVPD", "homo_lumo_gap_ev": [4.52, 4.51], "homo_energy_ev": [-10.97, -10.97], "charge": 1, "elements": ["Pt", "Te", "Te", "Te", "Te", "C", "O", "C", "C", "C", "C", "C", "C", "O", "C", "O", "C", "H", "H", "H", "H", "H", "H", "H", "H", "H"], "xyz": [[-0.215, 1.891, -2.234], [-0.948, 0.711, -4.304], [-1.840, 2.287, -6.198], [-1.158, 4.640, -5.359], [-0.358, 4.275, -2.883], [-1.974, -3.808, 1.222], [-0.990, -3.108, 1.978], [-0.465, -1.994, 1.466], [0.495, -1.349, 2.285], [1.053, -0.195, 1.855], [0.739, 0.397, 0.595], [1.422, 1.581, 0.213], [2.367, 2.284, 1.147], [1.370, 2.086, -0.953], [-0.218, -0.279, -0.237], [-0.654, 0.112, -1.407], [-0.804, -1.465, 0.241], [-2.268, -4.654, 1.833], [-1.558, -4.163, 0.278], [-2.841, -3.173, 1.033], [0.757, -1.798, 3.233], [1.788, 0.283, 2.486], [1.964, 2.349, 2.155], [2.560, 3.281, 0.762], [3.313, 1.741, 1.193], [-1.538, -1.931, -0.400]], "atomic_forces_ev_per_a": [[0.25, -0.71, -0.73], [-0.45, -0.14, 0.03], [-0.05, -0.27, -0.12], [0.06, 0.31, 0.19], [0.30, 0.36, 0.02], [-0.01, -0.02, -0.01], [0.01, 0.02, -0.01], [0.05, 0.05, 0.05], [-0.03, -0.07, 0.02], [0.00, 0.03, 0.01], [-0.24, 0.11, -0.11], [0.18, -0.45, -0.18], [0.06, -0.05, -0.09], [-0.47, 0.86, 0.66], [0.15, -0.07, 0.41], [0.21, 0.06, 0.05], [-0.02, -0.07, -0.22], [0.00, 0.00, 0.00], [0.01, 0.01, 0.00], [0.00, 0.00, 0.01], [-0.01, 0.01, 0.00], [-0.02, 0.01, 0.00], [-0.01, 0.03, 0.00], [0.01, -0.01, 0.00], [0.00, -0.01, 0.01], [0.01, 0.00, 0.01]], "mulliken_charge": [0.706, 0.183, 0.183, 0.197, 0.157, -0.813, -0.403, 0.959, -1.080, -0.697, -0.507, 1.490, -1.484, -0.765, 0.442, -0.713, -0.227, 0.237, 0.345, 0.343, 0.450, 0.333, 0.447, 0.360, 0.390, 0.465]}

***

[7]
{"formula": "CAgF3MgNO3S3", "method": "wB97M-V/def2-TZVPD", "s2": 0.76, "homo_lumo_gap_ev": [6.42, 6.37], "homo_energy_ev": [-8.31, -8.25], "spin_multiplicity": 2, "charge": 0, "elements": ["Mg", "N", "S", "O", "S", "O", "O", "C", "F", "F", "F", "Ag", "S"], "xyz": [[0.757, -1.492, 2.005], [-0.781, -0.695, -0.755], [0.376, -1.955, -1.051], [0.223, -2.674, 0.443], [-0.141, 0.600, -0.013], [1.041, 0.187, 0.856], [-1.329, 1.460, 1.008], [0.689, 1.643, -1.318], [1.617, 0.965, -1.966], [-0.237, 2.056, -2.166], [1.238, 2.688, -0.721], [-1.755, -2.118, 0.708], [-1.698, -0.667, 2.969]], "atomic_forces_ev_per_a": [[-1.79, 0.79, -0.96], [0.88, 1.70, -0.51], [-0.05, 0.38, 0.54], [2.88, -0.42, -0.07], [-3.71, 0.18, 4.79], [-0.68, 0.45, -0.49], [4.80, -3.19, -4.80], [-0.29, 0.79, 0.22], [-0.09, -0.22, 0.15], [-0.04, -0.09, -0.05], [0.14, 0.07, 0.02], [-3.32, 0.51, 1.69], [1.28, -0.95, -0.52]], "mulliken_charge": [1.041, -0.599, 0.268, -0.819, 1.106, -0.592, -0.535, 0.626, -0.181, -0.193, -0.185, 0.523, -0.460]}

***

[8]
{"formula": "CAuNO5S2", "method": "wB97M-V/def2-TZVPD", "s2": 2.01, "homo_lumo_gap_ev": [6.50, 5.92], "homo_energy_ev": [-8.88, -9.29], "spin_multiplicity": 3, "charge": 0, "elements": ["O", "C", "O", "Au", "N", "S", "O", "S", "O", "O"], "xyz": [[2.371, -0.657, -0.609], [1.778, -1.188, 0.347], [2.055, -1.734, 1.372], [0.989, 0.512, -1.200], [-0.351, 0.084, -2.753], [-0.674, 1.730, -2.810], [0.413, 2.269, -1.724], [-1.378, -0.973, -2.029], [0.080, -0.831, -0.254], [-0.926, -2.332, -2.494]], "atomic_forces_ev_per_a": [[2.75, -2.20, 1.48], [0.65, -2.26, 2.21], [-1.69, 1.11, -2.17], [3.76, 3.14, 0.44], [-3.24, 0.24, -1.23], [0.62, 0.74, 0.86], [-3.28, 2.30, -3.63], [2.63, -3.08, -1.88], [-0.58, -3.41, 2.65], [-1.62, 3.41, 1.27]], "mulliken_charge": [-0.446, 0.834, -0.408, 0.836, -0.301, 0.383, -0.505, 0.727, -0.719, -0.402]}